Entry from the Open Molecules 2025 dataset: 2 unconnected molecules or ions with the total composition CHBr2FO at a distorted geometry (ωB97M-V with the def2-TZVPD basis set).

The calculated total energy is -145898.844 eV. The energy above the lowest of the compared OMol25 structures with the same formula, charge and spin is 96.7 kcal per mole. The max |F| is 3.95 eV Å⁻¹. The calculation puts the LUMO energy (alpha / beta) at -1.50 / -1.50 eV.

```
! wB97M-V def2-TZVPD RIJCOSX def2/J DEFGRID3
* xyz 0 1
O -0.795 0.385 -0.116
Br 2.166 1.786 1.102
Br 0.653 2.720 -1.638
F -0.156 2.869 0.910
H -0.779 0.135 0.885
C 0.642 2.252 0.146
*
```